The following is a quantum chemistry calculation of a structure of composition C24H25O4PtSe2Te, from OMol25.

XYZ file:
```
57
Properties=species:S:1:pos:R:3:lowdin_charge:R:1
Pt -0.04 -0.99 0.44 0.572
O -4.82 2.49 1.42 -0.040
C -4.25 1.38 2.10 -0.217
C -2.76 1.32 1.76 -0.546
C -2.17 2.66 2.23 -0.205
O -0.75 2.66 2.20 -0.147
C -2.22 0.11 2.55 -0.460
Se -0.30 -0.17 2.58 0.774
C -2.65 1.08 0.25 -0.495
Se -0.94 1.04 -0.67 0.843
H -5.77 2.51 1.57 0.105
H -4.73 0.44 1.80 0.138
H -4.37 1.49 3.18 0.132
H -2.51 2.83 3.26 0.137
H -2.56 3.46 1.61 0.133
H -0.42 3.49 2.56 0.102
H -2.61 -0.81 2.11 0.070
H -2.52 0.16 3.59 0.081
H -3.18 1.89 -0.27 0.082
H -3.17 0.15 0.00 0.071
Te 2.63 -1.20 0.38 1.526
C 3.75 -0.18 1.83 -0.522
C 5.11 -0.06 1.56 -0.136
C 5.92 0.61 2.46 -0.060
C 5.38 1.14 3.63 -0.058
C 4.03 1.00 3.90 -0.059
C 3.20 0.34 2.99 -0.141
C 2.66 0.37 -1.04 -0.529
C 2.61 1.69 -0.61 -0.147
C 2.59 2.70 -1.55 -0.067
C 2.60 2.39 -2.91 -0.060
C 2.64 1.07 -3.32 -0.064
C 2.68 0.05 -2.39 -0.138
H 5.53 -0.47 0.65 0.103
H 6.98 0.71 2.25 0.114
H 6.02 1.65 4.34 0.113
H 3.61 1.40 4.81 0.114
H 2.15 0.24 3.21 0.001
H 2.59 1.93 0.45 0.106
H 2.56 3.74 -1.23 0.114
H 2.58 3.19 -3.65 0.112
H 2.65 0.83 -4.38 0.113
H 2.72 -0.98 -2.71 0.102
O -0.01 -1.84 -1.48 -0.206
C -1.17 -2.32 -1.35 -0.595
O -1.75 -2.12 -0.23 -0.110
C -1.81 -3.08 -2.45 -0.140
C -3.04 -3.68 -2.23 -0.009
C -3.64 -4.40 -3.25 -0.058
C -3.01 -4.52 -4.48 -0.059
C -1.77 -3.92 -4.70 -0.057
C -1.17 -3.20 -3.68 -0.007
H -3.53 -3.58 -1.27 0.120
H -4.60 -4.87 -3.09 0.111
H -3.48 -5.08 -5.28 0.111
H -1.28 -4.01 -5.65 0.110
H -0.21 -2.72 -3.82 0.119
```

The net charge is +1. As for the energy relative to the best compared isomer or geometry (same formula, charge and spin): 36.1 kcal/mol. The LUMO energy (alpha / beta) comes out at -5.17 / -5.27 eV. The calculation puts the HOMO energy (alpha / beta) at -11.043 / -10.904 eV. As for the HOMO-LUMO gap (alpha / beta): 5.88 / 5.64 eV.



The following is a quantum chemistry calculation of a cluster of 4 separate species, C27H34F3N2O3 in total in a non-equilibrium geometry, from OMol25.

XYZ file:
```
69
Properties=species:S:1:pos:R:3:lowdin_charge:R:1
C 5.11 3.49 -1.42 0.010
C 4.15 4.72 -1.83 -0.419
O 4.51 5.49 -2.77 0.055
O 2.96 4.88 -1.08 -0.098
C 2.14 5.96 -1.64 -0.165
C 0.81 6.09 -0.76 -0.146
C -0.56 5.85 -1.55 -0.155
C -0.53 4.63 -2.59 -0.115
N -0.08 3.33 -2.00 0.035
N 0.24 2.33 -2.93 -0.083
C 1.56 2.64 -3.64 0.013
C 0.48 1.01 -2.29 -0.376
C 0.86 0.77 -0.76 0.003
O 0.41 -0.01 -3.03 0.077
H 5.98 3.41 -2.14 0.100
H 4.53 2.50 -1.36 0.082
H 5.54 3.67 -0.37 0.099
H 1.96 5.69 -2.74 0.116
H 2.77 6.92 -1.61 0.150
H 0.87 5.25 0.04 0.120
H 0.81 7.07 -0.15 0.138
H -1.36 5.62 -0.75 0.127
H -0.88 6.84 -2.03 0.135
H 0.07 4.98 -3.49 0.136
H -1.61 4.51 -2.97 0.160
H 0.72 3.44 -1.34 0.156
H -0.89 2.96 -1.45 0.207
H 2.08 3.48 -3.06 0.080
H 2.27 1.74 -3.66 0.124
H 1.27 2.97 -4.69 0.124
H 1.74 1.46 -0.46 0.092
H -0.01 1.07 -0.06 0.095
H 1.22 -0.30 -0.53 0.120
F -1.57 -0.81 2.68 0.038
C -1.56 -1.97 2.00 -0.295
C -1.96 -1.98 0.68 -0.036
C -1.95 -3.18 -0.03 -0.074
C -1.54 -4.35 0.60 -0.089
C -1.14 -4.33 1.93 -0.063
C -1.15 -3.13 2.64 -0.012
H -2.29 -1.06 0.20 0.105
H -2.26 -3.20 -1.07 0.108
H -1.53 -5.29 0.05 0.094
H -0.83 -5.24 2.42 0.113
H -0.83 -3.09 3.67 0.120
F -4.65 -1.57 6.73 0.067
C -3.57 -0.78 6.79 -0.286
C -2.86 -0.52 5.63 -0.021
C -1.74 0.31 5.69 -0.091
C -1.34 0.85 6.91 -0.100
C -2.06 0.57 8.07 -0.082
C -3.19 -0.25 8.01 -0.015
H -3.18 -0.95 4.69 0.106
H -1.18 0.53 4.79 0.089
H -0.46 1.48 6.96 0.099
H -1.74 0.98 9.02 0.106
H -3.76 -0.47 8.90 0.119
F 0.57 -5.90 -0.81 0.045
C 0.25 -6.57 -1.94 -0.296
C -0.14 -7.90 -1.85 -0.017
C -0.47 -8.59 -3.01 -0.077
C -0.39 -7.95 -4.24 -0.093
C 0.01 -6.62 -4.32 -0.083
C 0.33 -5.93 -3.16 -0.022
H -0.19 -8.38 -0.88 0.118
H -0.79 -9.63 -2.95 0.108
H -0.65 -8.50 -5.15 0.104
H 0.07 -6.13 -5.28 0.105
H 0.63 -4.89 -3.20 0.113
```

The net charge is +1. The LUMO energy comes out at -3.25 eV. The calculation puts the HOMO energy at -10.632 eV. As for the HOMO-LUMO gap: 7.39 eV.



The following is a quantum chemistry calculation of the molecule C12H19Br2N3O2 in a non-equilibrium geometry, from OMol25.

XYZ file:
```
38
Properties=species:S:1:pos:R:3:lowdin_charge:R:1
C 2.03 1.77 0.69 -0.126
C 1.01 2.44 -0.20 -0.757
Br -0.26 3.41 0.91 0.786
C 0.32 1.57 -1.25 -0.642
Br 1.42 1.61 -2.87 0.837
C -0.08 0.12 -0.91 -0.392
C -0.95 -0.25 -2.02 -0.248
N -1.68 -0.51 -2.90 0.233
C -0.96 -0.02 0.35 -0.082
C -2.36 0.58 0.25 -0.377
O -2.64 1.08 1.55 -0.056
C -3.42 -0.47 -0.13 -0.224
N -3.91 -1.21 1.02 0.015
C 1.14 -0.88 -0.86 -0.259
C 0.89 -2.07 -1.65 -0.200
N 0.71 -3.02 -2.31 0.195
C 1.51 -1.40 0.55 -0.134
C 3.01 -1.62 0.67 -0.224
O 3.40 -1.22 2.00 -0.062
H 2.73 2.52 1.03 0.085
H 1.60 1.35 1.58 0.065
H 2.61 1.04 0.15 0.067
H 1.52 3.20 -0.75 0.047
H -0.58 2.07 -1.53 0.071
H -1.06 -1.08 0.56 0.132
H -0.46 0.43 1.18 0.101
H -2.41 1.40 -0.44 0.125
H -3.32 1.75 1.44 0.091
H -4.26 0.09 -0.53 0.115
H -3.04 -1.12 -0.91 0.087
H -4.70 -1.76 0.73 0.066
H -3.18 -1.82 1.37 0.065
H 2.02 -0.45 -1.31 0.082
H 1.05 -2.36 0.68 0.120
H 1.25 -0.72 1.34 0.091
H 3.57 -1.01 -0.03 0.112
H 3.26 -2.67 0.58 0.119
H 4.22 -0.75 1.96 0.078
```

As for the energy relative to the best compared isomer or geometry (same formula, charge and spin): 9.8 kcal/mol. The LUMO energy comes out at 0.30 eV. The calculation puts the HOMO energy at -9.335 eV. As for the HOMO-LUMO gap: 9.63 eV. The SMILES is C[C@H](Br)[C@@H](Br)[C@](C#N)(C[C@H](O)CN)[C@H](C#N)CCO.



The following is a quantum chemistry calculation of the molecule C4H8N2 in a non-equilibrium geometry, from OMol25.

XYZ file:
```
14
Properties=species:S:1:pos:R:3:lowdin_charge:R:1
C 0.26 -1.59 -0.11 -0.236
C -1.01 1.42 0.56 -0.157
C 0.97 -2.96 -0.14 -0.084
C -1.07 2.88 0.24 -0.154
N -0.04 0.83 -0.07 -0.080
N 0.74 -0.44 -0.32 0.048
H -0.85 -1.53 0.19 0.123
H 0.14 -3.80 -0.08 0.101
H 1.65 -3.07 0.81 0.106
H 1.66 -3.05 -0.98 0.057
H -1.92 3.24 -0.23 0.032
H -0.23 3.14 -0.54 0.085
H -0.90 3.46 1.17 0.080
H 0.61 1.48 -0.50 0.080
```

As for the energy relative to the best compared isomer or geometry (same formula, charge and spin): 103.8 kcal/mol. The LUMO energy comes out at 0.87 eV. The calculation puts the HOMO energy at -8.059 eV. As for the HOMO-LUMO gap: 8.93 eV.



The following is a quantum chemistry calculation of the ion C3H2ClN2S2 with charge -1 in a non-equilibrium geometry, from OMol25.

XYZ file:
```
10
Properties=species:S:1:pos:R:3:lowdin_charge:R:1
C -0.94 -0.10 -0.08 -0.538
C 0.12 0.89 -0.15 -0.416
C -3.06 0.55 0.96 -0.606
N -2.28 0.24 0.04 -0.531
N -0.11 2.16 -0.10 -0.622
S -2.00 -0.30 -1.67 0.712
S 0.91 3.40 -0.32 0.224
Cl -4.67 0.63 0.44 0.535
H -0.60 -1.17 0.37 0.152
H 1.19 0.57 -0.36 0.090
```

The net charge is -1. As for the energy relative to the best compared isomer or geometry (same formula, charge and spin): 87.7 kcal/mol. The LUMO energy comes out at 3.01 eV. The calculation puts the HOMO energy at -2.912 eV. As for the HOMO-LUMO gap: 5.92 eV.



The following is a quantum chemistry calculation of the molecule C4H6 in a non-equilibrium geometry, from OMol25.

XYZ file:
```
10
Properties=species:S:1:pos:R:3:lowdin_charge:R:1
C -1.04 -0.65 0.03 -0.134
C -1.09 0.69 0.00 -0.032
C 0.60 0.81 0.00 -0.116
C 0.44 -0.74 0.01 -0.250
H -1.75 -1.37 0.15 0.060
H -1.74 1.53 -0.11 0.069
H 0.79 1.24 -0.89 0.032
H 1.15 1.39 0.85 0.125
H 0.87 -1.52 0.76 0.124
H 0.76 -1.28 -0.98 0.123
```

As for the energy relative to the best compared isomer or geometry (same formula, charge and spin): 37.7 kcal/mol. The LUMO energy comes out at 1.31 eV. The calculation puts the HOMO energy at -9.271 eV. As for the HOMO-LUMO gap: 10.58 eV. The SMILES is C1=CCC1.



The following is a quantum chemistry calculation of a cluster of 4 separate species, H9NO3 in total in a non-equilibrium geometry, from OMol25.

XYZ file:
```
13
Properties=species:S:1:pos:R:3:lowdin_charge:R:1
N -1.65 -0.78 -0.58 0.006
H -1.99 -0.10 0.09 0.018
H -0.65 -0.71 -0.73 -0.003
H -2.08 -0.33 -1.39 0.013
O -0.19 1.99 -1.03 -0.069
H 0.03 2.12 -1.96 0.041
H 0.60 1.61 -0.64 0.002
O -0.87 -2.98 1.98 -0.074
H -1.36 -3.77 1.73 0.033
H -0.78 -2.50 1.15 -0.003
O 2.89 1.76 0.09 -0.037
H 3.18 2.57 0.51 0.048
H 2.86 1.12 0.79 0.025
```

As for the energy relative to the best compared isomer or geometry (same formula, charge and spin): 13.6 kcal/mol. The LUMO energy comes out at 0.48 eV. The calculation puts the HOMO energy at -10.143 eV. As for the HOMO-LUMO gap: 10.63 eV. The SMILES is N.O.O.O.



Q: What is the formula in the sixth record?
A: C4H6